<A>
The molecule C4H4F2, computed with the ωB97M-V functional and the def2-TZVPD basis.

Geometry as XYZ:
```
10
Properties=species:S:1:pos:R:3:mulliken_charge:R:1
C -1.23 1.39 -0.48 -0.7140
C 1.22 -1.40 0.40 -0.6813
C 0.82 -0.25 -0.12 0.4420
C -0.53 0.38 0.05 0.4140
F 1.68 0.41 -0.98 -0.2645
F -1.20 -0.36 0.96 -0.2772
H -2.29 1.33 -0.13 0.2524
H -0.77 2.16 -1.16 0.2676
H 2.29 -1.65 0.22 0.2910
H 0.47 -2.02 0.99 0.2699
```

HOMO-LUMO gap, eV: 10.08
LUMO level, eV: 0.56
SMILES: C=C(F)C(=C)F

<B>
A 2-piece molecular cluster, C4H4F2 overall, computed with the ωB97M-V functional and the def2-TZVPD basis.

Geometry as XYZ:
```
10
Properties=species:S:1:pos:R:3:mulliken_charge:R:1
C -1.68 1.15 0.01 -0.5610
C 1.83 -1.12 -0.06 -0.5482
C -1.21 -0.09 -0.01 0.2403
C 1.06 -0.04 0.01 0.2420
F -1.79 -1.25 0.09 -0.1893
F 1.33 1.27 0.02 -0.2058
H -2.82 1.22 0.07 0.2595
H -0.96 2.00 -0.04 0.2449
H 2.93 -1.07 -0.10 0.2841
H 1.31 -2.09 0.01 0.2337
```

HOMO-LUMO gap, eV: 10.62
LUMO level, eV: 0.63

The most stable of them is <A>.

<A>
The molecule C6H14NP, computed with the ωB97M-V functional and the def2-TZVPD basis.

Geometry as XYZ:
```
22
Properties=species:S:1:pos:R:3:mulliken_charge:R:1
C 1.97 -1.54 0.04 -1.3072
C -0.67 1.88 -1.01 -1.5451
C 0.34 1.33 1.13 -1.3509
C 0.49 -1.49 0.26 -0.8212
C 0.22 0.88 -0.39 0.4475
C -0.42 -0.46 -0.52 0.0531
N -1.79 -0.90 -0.20 -0.1838
P -2.92 -0.23 0.59 -0.0897
H 2.20 -1.59 -1.01 0.3455
H 2.27 -2.58 0.38 0.3375
H 2.59 -0.79 0.46 0.3414
H -1.72 1.70 -0.82 0.2725
H -0.56 1.74 -2.04 0.4607
H -0.38 2.85 -0.66 0.4422
H 0.86 0.64 1.81 0.3579
H -0.68 1.47 1.41 0.3579
H 0.96 2.26 1.16 0.3551
H 0.23 -1.33 1.28 0.3669
H 0.18 -2.47 0.07 0.4817
H 1.20 0.83 -0.84 0.3698
H -0.42 -0.79 -1.63 0.2550
H -3.97 -1.40 0.51 0.0534
```

HOMO-LUMO gap, eV: 8.60
LUMO level, eV: -0.04
SMILES: [H]/P=N/[C@H](CC)C(C)C

<B>
The molecule C6H14NP, computed with the ωB97M-V functional and the def2-TZVPD basis.

Geometry as XYZ:
```
22
Properties=species:S:1:pos:R:3:mulliken_charge:R:1
C -0.84 -0.69 -0.20 0.3196
C -1.52 -2.00 -0.18 -1.0700
C 2.80 -0.36 0.83 -1.1318
C 1.98 0.90 -1.31 -1.2998
C -3.09 0.74 0.62 -0.9785
C 1.54 0.28 -0.01 0.7757
N 0.79 -0.87 -0.16 -0.5071
P -1.70 0.85 -0.54 -0.0638
H -0.75 -2.76 0.02 0.3196
H -2.00 -2.05 -1.14 0.3072
H -2.12 -2.01 0.64 0.3675
H 2.86 0.17 1.80 0.2589
H 2.69 -1.45 0.79 0.3659
H 3.63 0.00 0.25 0.2778
H 2.79 1.74 -1.23 0.3464
H 1.11 1.25 -1.80 0.3490
H 2.42 0.11 -2.08 0.2738
H -3.87 0.22 0.21 0.3612
H -3.40 1.85 0.74 0.3061
H -2.96 0.28 1.68 0.3074
H 1.04 1.07 0.53 0.0891
H -0.78 1.67 0.42 0.0259
```

HOMO-LUMO gap (spin up / spin down), eV: 8.33 / 8.47
LUMO level (spin up / spin down), eV: 0.16 / 0.17
SMILES: CP/C(C)=N\C(C)C

The most stable of them is <A>.

<A>
A 2-piece molecular cluster, C3H7NO overall, computed with the ωB97M-V functional and the def2-TZVPD basis.

Geometry as XYZ:
```
12
Properties=species:S:1:pos:R:3:mulliken_charge:R:1
C -0.76 0.61 0.93 -0.5648
C -0.77 -0.70 0.89 -0.4812
C -0.18 -1.39 -0.46 -0.0225
O -0.33 -2.69 -0.43 -0.5028
N 1.27 1.53 -0.74 -0.7417
H -1.61 1.12 1.40 0.2057
H 0.13 1.21 0.37 0.3853
H -1.31 -1.47 1.44 0.3186
H -0.72 -0.86 -1.26 0.2274
H 0.89 -1.11 -0.43 0.2060
H 2.20 1.44 -0.33 0.0038
H 1.19 2.32 -1.38 -0.0338
```

HOMO-LUMO gap (spin up / spin down), eV: 6.59 / 4.90
LUMO level (spin up / spin down), eV: 4.33 / 2.69
Spin multiplicity: 2
<S²>: 0.7587
Total charge: -1

<B>
A 2-piece molecular cluster, C3H7NO overall, computed with the ωB97M-V functional and the def2-TZVPD basis.

Geometry as XYZ:
```
12
Properties=species:S:1:pos:R:3:mulliken_charge:R:1
C 1.07 1.17 1.87 -0.6284
C 0.75 1.83 0.74 -0.8444
H 1.93 0.51 2.08 0.2092
H 0.31 1.23 2.67 0.1095
H 1.50 1.95 -0.09 0.1457
H -0.08 2.58 0.63 0.1787
C -1.00 -1.89 -1.96 0.0116
N -0.98 -1.22 -0.69 -0.2103
O -1.64 -1.76 -2.98 -0.4597
H -0.08 -2.38 -1.90 0.1706
H -1.68 -0.68 -0.21 0.1533
H -0.11 -1.34 -0.15 0.1642
```

HOMO-LUMO gap (spin up / spin down), eV: 2.42 / 7.37
LUMO level (spin up / spin down), eV: 3.83 / 3.72
Spin multiplicity: 2
<S²>: 0.7524
Total charge: -1

<C>
A 2-piece molecular cluster, C3H7NO overall, computed with the ωB97M-V functional and the def2-TZVPD basis.

Geometry as XYZ:
```
12
Properties=species:S:1:pos:R:3:mulliken_charge:R:1
C -1.48 2.70 1.47 -1.0414
N -1.71 2.54 0.19 -0.5382
H -0.41 2.80 1.61 0.3264
H -2.15 2.80 2.40 0.4372
H -2.72 2.37 0.00 0.0953
O 2.07 -1.90 -1.44 -0.4726
C 0.98 -1.58 -0.99 0.2309
C 0.39 -1.83 0.42 -1.6645
H 0.32 -0.96 -1.68 0.2823
H 0.33 -2.88 0.80 0.2579
H -0.37 -1.18 0.57 0.7008
H 1.07 -1.24 1.13 0.3858
```

HOMO-LUMO gap (spin up / spin down), eV: 2.78 / 8.63
LUMO level (spin up / spin down), eV: 3.91 / 3.87
Spin multiplicity: 2
<S²>: 0.7523
Total charge: -1

The most stable of them is <B>.